No. 1
A single C3H2O3 molecule. Source: the OMol25 dataset; level of theory: ωB97M-V with the def2-TZVPD basis set.

Values from the calculation:
- total charge = 0
- SMILES = O=CC(=O)C=O
- LUMO energy (hartree) = -0.043
- frontier orbital gap (Eh) = 0.3268

Element x y z (Å)
O  -0.515  -0.853  1.842
C  -0.298  -1.097  0.684
C  0.539  -0.124  -0.152
O  1.685  -0.370  -0.443
C  -0.104  1.191  -0.592
O  -1.288  1.384  -0.490
H  -0.625  -2.037  0.198
H  0.607  1.907  -1.048

Forces on the atoms, in the same order (eV/Å):
0.079 -0.064 -0.588
-0.085 0.019 0.501
0.480 -0.085 -0.057
-0.578 0.049 0.100
-0.443 0.159 -0.007
0.573 -0.121 -0.041
0.072 0.096 0.027
-0.098 -0.053 0.066

No. 2
2 unconnected molecules or ions with the total composition C14H28N2O2Si at a distorted geometry. Source: the OMol25 dataset; level of theory: ωB97M-V with the def2-TZVPD basis set.

Values from the calculation:
- total charge = 0
- SMILES = Oc1ccccc1CNCCC[SiH3].COC[C@@H](C)N
- LUMO energy (hartree) = 0.023
- frontier orbital gap (Eh) = 0.3439

Element x y z (Å)
O  -0.677  0.207  2.830
C  -0.232  0.750  1.621
C  0.387  -0.064  0.561
C  0.787  0.589  -0.674
C  0.623  2.023  -0.933
C  0.005  2.835  0.120
C  -0.403  2.183  1.354
C  -1.112  3.069  2.456
N  -2.585  2.810  2.529
C  -3.171  2.609  1.186
C  -4.738  2.857  1.148
C  -5.589  1.619  1.636
Si  -5.743  0.208  0.357
H  -0.003  0.308  3.524
H  0.495  -1.160  0.731
H  1.229  -0.018  -1.502
H  0.951  2.466  -1.903
H  -0.186  3.930  0.001
H  -0.620  2.874  3.446
H  -0.935  4.163  2.244
H  -2.642  1.899  3.000
H  -3.010  1.582  0.755
H  -2.727  3.403  0.520
H  -4.995  3.022  0.059
H  -4.948  3.794  1.734
H  -6.646  1.986  1.816
H  -5.221  1.269  2.637
H  -5.798  -1.069  1.110
H  -4.471  0.130  -0.404
H  -6.880  0.362  -0.560
C  3.863  -2.188  -3.702
O  2.915  -2.153  -2.649
C  2.880  -3.321  -1.842
C  4.030  -3.447  -0.827
C  5.374  -3.821  -1.446
N  4.195  -2.215  -0.045
H  3.947  -3.184  -4.145
H  4.835  -1.841  -3.348
H  3.535  -1.491  -4.474
H  1.941  -3.261  -1.283
H  2.803  -4.217  -2.473
H  3.762  -4.254  -0.136
H  5.873  -2.973  -1.917
H  6.055  -4.191  -0.676
H  5.259  -4.610  -2.194
H  3.333  -2.031  0.464
H  4.255  -1.441  -0.705

Forces on the atoms, in the same order (eV/Å):
0.367 0.182 -0.600
1.292 1.323 -2.789
-0.784 2.152 0.449
-0.462 0.983 0.402
-0.850 -0.902 2.325
0.527 -2.574 -0.136
0.245 0.045 0.148
0.549 -0.161 -0.710
0.738 -1.057 -0.031
-1.161 0.800 -0.589
0.569 -0.337 -0.290
-0.536 1.029 0.419
0.953 0.136 0.945
-0.203 0.035 -0.442
-0.008 1.033 -0.300
-0.377 0.421 0.934
-0.350 -0.495 1.025
0.272 -1.152 0.092
-0.731 0.102 -0.755
-0.214 -1.126 -0.010
-0.182 0.529 -0.008
0.295 0.965 0.265
-0.303 -1.008 0.468
0.197 0.127 1.074
0.031 -0.934 -0.565
1.018 -0.390 -0.055
-0.275 0.125 -0.903
-0.290 -0.024 -0.145
-0.147 0.049 -0.190
-0.130 0.066 -0.047
-0.063 0.356 0.013
-0.015 -0.238 0.022
-0.132 -0.076 0.146
0.148 0.289 -0.202
0.175 -0.220 0.019
-0.287 -0.034 -0.050
0.047 -0.020 0.081
0.117 -0.169 -0.119
-0.119 -0.057 0.066
0.036 0.114 -0.032
0.153 -0.001 -0.062
-0.117 0.082 -0.048
-0.123 0.003 0.019
-0.091 0.055 -0.001
0.005 0.044 0.014
0.107 -0.022 0.086
0.112 -0.046 0.070

No. 3
12 unconnected molecules or ions with the total composition C52H110N2O24 at a distorted geometry. Source: the OMol25 dataset; level of theory: ωB97M-V with the def2-TZVPD basis set.

Values from the calculation:
- total charge = 0
- SMILES = O=[N+]([O-])c1ccccc1.O=[N+]([O-])c1ccccc1.COCCOC.COCCOC.COCCOC.COCCOC.COCCOC.COCCOC.COCCOC.COCCOC.COCCOC.COCCOC
- LUMO energy (hartree) = -0.025
- frontier orbital gap (Eh) = 0.3183

Element x y z (Å)
O  1.482  0.119  1.600
N  1.090  0.720  0.612
O  1.805  1.000  -0.335
C  -0.283  1.199  0.579
C  -1.157  0.889  1.602
C  -2.420  1.459  1.611
C  -2.837  2.229  0.537
C  -1.979  2.449  -0.535
C  -0.699  1.930  -0.520
H  -0.933  0.184  2.389
H  -3.069  1.205  2.436
H  -3.867  2.566  0.483
H  -2.340  2.955  -1.420
H  -0.078  2.033  -1.398
O  2.351  3.730  6.364
N  2.119  3.218  5.282
O  1.073  2.683  4.977
C  3.189  3.214  4.288
C  3.034  2.456  3.139
C  4.064  2.323  2.239
C  5.267  2.980  2.484
C  5.423  3.746  3.629
C  4.404  3.807  4.562
H  2.142  1.862  3.002
H  3.955  1.690  1.370
H  6.065  2.920  1.752
H  6.367  4.202  3.895
H  4.522  4.387  5.469
C  -2.920  -4.675  -4.261
O  -2.405  -4.532  -2.978
C  -0.999  -4.422  -2.992
C  -0.493  -4.187  -1.604
O  -1.000  -2.987  -1.122
C  -0.492  -2.619  0.131
H  -2.768  -3.756  -4.858
H  -3.990  -4.863  -4.192
H  -2.458  -5.474  -4.861
H  -0.686  -3.617  -3.673
H  -0.603  -5.368  -3.386
H  0.609  -4.188  -1.693
H  -0.755  -5.036  -0.955
H  -0.915  -3.227  0.943
H  -0.748  -1.577  0.319
H  0.602  -2.705  0.207
C  -0.138  5.267  -3.176
O  0.391  4.880  -1.922
C  0.273  5.926  -0.944
C  0.677  5.399  0.415
O  2.051  5.299  0.652
C  2.715  4.406  -0.223
H  0.479  6.055  -3.619
H  -1.193  5.542  -3.088
H  -0.067  4.379  -3.808
H  -0.776  6.238  -0.909
H  0.968  6.713  -1.263
H  0.159  4.446  0.596
H  0.284  6.101  1.156
H  3.661  4.062  0.189
H  2.913  4.898  -1.185
H  2.132  3.508  -0.458
C  1.705  -1.146  -2.997
O  0.462  -0.806  -3.533
C  0.403  -1.086  -4.910
C  -1.013  -0.810  -5.409
O  -1.466  0.490  -5.112
C  -2.135  0.526  -3.866
H  1.764  -0.862  -1.949
H  2.512  -0.726  -3.606
H  1.875  -2.240  -2.988
H  0.601  -2.157  -5.075
H  1.126  -0.457  -5.441
H  -1.663  -1.580  -4.973
H  -0.981  -0.902  -6.497
H  -1.532  0.143  -3.043
H  -3.043  -0.090  -3.923
H  -2.426  1.555  -3.659
C  4.280  -1.186  3.108
O  5.246  -2.151  2.799
C  6.041  -2.462  3.894
C  7.059  -3.504  3.505
O  6.527  -4.816  3.463
C  6.185  -5.337  4.726
H  4.756  -0.194  3.230
H  3.723  -1.338  4.042
H  3.591  -1.041  2.279
H  5.465  -2.819  4.761
H  6.546  -1.552  4.267
H  7.948  -3.508  4.141
H  7.339  -3.297  2.471
H  6.201  -6.420  4.614
H  5.153  -5.066  4.982
H  6.862  -4.989  5.509
C  6.498  2.698  -1.949
O  6.641  1.404  -1.421
C  5.396  0.754  -1.268
C  5.588  -0.512  -0.462
O  6.483  -1.373  -1.123
C  6.785  -2.510  -0.370
H  6.403  2.653  -3.042
H  7.380  3.289  -1.705
H  5.598  3.196  -1.567
H  4.984  0.532  -2.262
H  4.690  1.381  -0.714
H  4.606  -0.972  -0.277
H  6.021  -0.234  0.512
H  7.549  -3.080  -0.902
H  5.920  -3.152  -0.173
H  7.253  -2.245  0.589
C  0.790  -0.434  5.094
O  1.768  -0.773  6.060
C  1.253  -1.037  7.341
C  0.466  -2.344  7.461
O  -0.853  -2.196  7.002
C  -1.607  -3.366  7.257
H  0.074  0.273  5.518
H  0.298  -1.318  4.680
H  1.308  0.033  4.259
H  0.600  -0.220  7.677
H  2.128  -1.114  7.986
H  0.452  -2.564  8.544
H  1.013  -3.146  6.950
H  -1.151  -4.243  6.784
H  -2.610  -3.219  6.863
H  -1.706  -3.540  8.337
C  -2.518  -1.580  4.382
O  -3.111  -1.290  3.133
C  -4.063  -2.205  2.649
C  -5.307  -2.294  3.477
O  -5.915  -1.055  3.735
C  -6.227  -0.251  2.616
H  -1.787  -2.388  4.263
H  -3.242  -1.783  5.173
H  -1.986  -0.677  4.675
H  -3.578  -3.194  2.586
H  -4.323  -1.884  1.643
H  -5.099  -2.696  4.472
H  -6.015  -3.003  3.019
H  -5.356  0.342  2.315
H  -7.049  0.381  2.936
H  -6.512  -0.882  1.765
C  -7.209  4.549  0.574
O  -6.033  3.908  0.128
C  -6.203  3.133  -1.028
C  -6.843  1.779  -0.813
O  -8.232  1.923  -0.670
C  -8.839  0.847  0.020
H  -6.957  5.129  1.458
H  -7.982  3.822  0.823
H  -7.591  5.222  -0.202
H  -5.213  2.949  -1.462
H  -6.757  3.655  -1.824
H  -6.373  1.306  0.064
H  -6.625  1.134  -1.674
H  -9.919  0.959  -0.055
H  -8.636  1.029  1.093
H  -8.502  -0.160  -0.229
C  2.181  2.211  -4.187
O  3.194  1.374  -4.661
C  3.554  1.680  -5.985
C  4.495  0.622  -6.483
O  3.796  -0.577  -6.681
C  4.625  -1.699  -6.812
H  1.847  1.914  -3.194
H  1.282  2.163  -4.824
H  2.489  3.268  -4.183
H  4.070  2.651  -5.989
H  2.666  1.712  -6.632
H  5.276  0.475  -5.719
H  5.000  0.963  -7.397
H  4.253  -2.326  -7.624
H  4.661  -2.285  -5.889
H  5.656  -1.424  -7.066
C  -3.791  -0.985  -1.071
O  -4.848  -0.853  -2.014
C  -4.997  -1.982  -2.830
C  -5.897  -1.645  -3.993
O  -7.198  -1.403  -3.533
C  -8.151  -1.463  -4.569
H  -3.784  -0.061  -0.500
H  -2.813  -1.044  -1.570
H  -3.909  -1.903  -0.489
H  -5.355  -2.865  -2.277
H  -4.025  -2.319  -3.238
H  -5.930  -2.501  -4.685
H  -5.447  -0.795  -4.528
H  -9.101  -1.162  -4.133
H  -8.271  -2.497  -4.917
H  -7.851  -0.808  -5.390

Forces on the atoms, in the same order (eV/Å):
-0.261 -0.077 -0.187
0.430 0.054 -0.016
0.041 -0.166 0.095
-0.353 -0.102 -0.173
-0.175 0.022 0.637
0.137 -0.268 -0.185
-0.246 -0.006 -0.081
-0.269 -0.245 0.018
-0.022 0.124 -0.464
0.434 0.143 0.015
-0.167 0.052 -0.064
0.117 0.254 0.139
0.071 0.131 0.030
0.231 0.158 0.192
-0.100 -0.046 -0.246
0.080 0.106 0.344
-0.182 0.085 0.044
0.627 -0.564 -0.453
-0.676 -0.566 0.196
0.597 0.331 0.109
-0.039 0.198 -0.389
0.190 -0.472 0.303
-0.328 0.851 0.338
-0.171 0.254 0.005
-0.110 -0.020 -0.035
0.060 -0.096 0.103
0.031 0.111 -0.289
0.009 -0.151 0.006
-0.171 0.412 -0.931
-0.032 -0.063 0.288
-0.362 -0.316 -0.383
0.527 -0.602 -0.210
0.055 0.492 -0.021
0.179 0.006 0.572
-0.091 -0.070 0.168
-0.026 -0.033 0.075
0.042 -0.165 0.374
-0.016 0.091 0.157
0.291 0.078 0.078
-0.084 0.227 0.269
-0.127 0.088 0.020
-0.044 -0.003 -0.105
-0.159 -0.023 -0.085
-0.029 -0.045 -0.254
0.425 -0.713 0.228
-0.384 0.118 0.238
0.552 -0.896 -0.651
-0.632 0.206 0.235
0.462 -0.319 0.101
-0.022 -0.100 -0.804
-0.272 0.217 -0.064
0.040 0.281 -0.082
-0.050 0.117 -0.082
0.087 0.342 0.007
-0.376 0.389 0.234
0.135 -0.083 -0.116
0.153 -0.001 0.038
0.000 0.348 0.368
0.047 -0.076 0.094
-0.172 0.106 0.206
0.722 -0.922 0.048
-0.294 0.002 0.242
-0.521 0.272 0.000
0.728 -0.120 0.009
0.086 -0.056 0.150
-0.482 -0.068 0.102
-0.058 0.468 -0.097
0.081 0.250 0.294
-0.247 0.055 -0.215
0.262 0.097 -0.210
0.117 -0.217 -0.068
-0.258 0.155 -0.135
-0.210 -0.126 -0.006
0.171 0.090 -0.071
-0.034 0.122 0.066
0.034 0.024 -0.106
0.036 1.489 0.043
-0.640 -0.424 -0.259
0.680 0.377 1.058
-0.272 -0.367 -0.583
0.185 0.006 -0.075
-0.572 -0.077 -0.416
0.099 -0.214 0.084
0.024 -0.504 -0.110
-0.041 -0.449 -0.056
-0.250 -0.005 -0.194
0.100 -0.082 -0.181
-0.024 0.272 0.133
0.274 0.036 0.115
0.198 -0.040 0.246
0.110 0.086 0.202
0.082 -0.145 0.068
-0.162 -0.041 -0.493
-0.038 0.177 0.591
0.245 -0.469 -0.221
0.350 0.434 0.155
-0.403 0.068 -0.335
0.675 -0.369 0.325
-0.024 0.075 -0.005
0.027 -0.067 0.083
0.086 0.062 0.126
-0.178 -0.022 0.076
-0.108 0.147 -0.107
0.076 -0.114 -0.076
-0.134 -0.055 0.011
-0.207 -0.001 -0.216
-0.072 0.106 -0.007
-0.271 0.131 0.036
0.297 -0.030 -0.217
0.113 0.032 -0.164
-0.364 -0.428 -0.281
0.584 0.623 0.708
-0.155 -0.285 -0.202
-0.108 0.186 0.101
-0.138 -0.070 -0.118
-0.185 -0.037 0.278
0.064 0.155 0.067
0.120 0.052 0.039
-0.045 0.074 0.130
-0.051 -0.216 -0.145
-0.166 -0.060 -0.102
-0.026 -0.014 0.029
0.049 0.025 -0.112
0.149 -0.061 -0.040
0.126 0.232 -0.278
-0.181 0.689 -0.123
0.725 -0.425 -0.049
-0.431 -0.204 0.680
-0.131 0.181 0.301
0.365 -0.594 0.035
-0.153 -0.139 0.257
-0.043 -0.191 -0.085
0.075 -0.052 0.033
-0.321 -0.085 -0.116
0.164 0.062 -0.087
0.083 -0.047 -0.081
0.059 0.114 -0.221
-0.114 0.129 -0.018
-0.026 0.174 -0.234
-0.236 0.183 -0.027
-0.154 0.002 -0.044
0.260 0.031 0.077
0.086 -0.420 -0.810
0.470 -0.080 -0.186
-0.456 -0.399 -0.233
-0.073 0.976 1.371
0.086 0.016 0.001
-0.075 0.054 0.014
-0.053 -0.008 0.033
0.076 0.074 0.260
-0.124 0.186 0.286
-0.191 0.038 0.090
0.064 -0.013 0.037
0.015 -0.198 -0.438
0.063 -0.469 -0.107
0.066 0.100 -0.446
-0.849 0.608 -0.226
-0.032 -0.352 0.213
0.126 0.056 0.038
0.530 0.089 0.489
-0.365 0.097 -0.183
0.407 -0.374 -0.191
0.399 -0.117 0.108
0.120 -0.127 -0.063
0.125 -0.110 0.184
-0.129 0.019 -0.253
0.035 0.130 0.049
-0.068 0.060 -0.063
-0.129 -0.064 -0.094
-0.089 -0.025 0.091
-0.072 0.056 0.026
-0.075 0.058 -0.005
0.135 0.123 -0.750
0.147 0.075 0.196
0.513 -0.532 -0.407
0.252 -0.569 0.131
-0.110 0.280 0.182
0.035 -0.165 0.382
-0.156 -0.234 0.418
-0.149 -0.169 -0.061
-0.030 0.173 0.276
-0.269 0.262 0.127
-0.060 0.310 0.057
0.227 0.013 0.024
-0.334 0.123 -0.017
-0.034 0.214 -0.154
0.125 0.072 -0.207
-0.242 0.010 -0.150